A | Here is a 2-piece molecular cluster, C4H13NO2 overall from the Open Molecules 2025 dataset. Energies are from ωB97M-V/def2-TZVPD.

```
20
C4H13NO2, DFT ωB97M-V/def2-TZVPD
C -1.429 2.750 -0.189
C -1.915 1.398 0.357
N -1.325 0.302 -0.356
C -0.017 -0.251 0.059
C 0.760 -0.782 -1.162
O 2.073 -1.047 -0.769
H -1.339 2.648 -1.270
H -0.446 2.987 0.217
H -2.088 3.586 0.019
H -3.003 1.334 0.375
H -1.566 1.193 1.378
H -1.884 -0.446 -0.768
H -0.257 -1.019 0.805
H 0.557 0.534 0.552
H 0.254 -1.693 -1.508
H 0.764 0.007 -1.909
H 2.129 -1.817 -0.210
H 3.295 -3.426 2.131
H 2.873 -3.183 0.661
O 2.565 -3.074 1.585
```

net charge	+1
frontier orbital gap (alpha / beta)	11.7 / 7.1	eV
spin multiplicity	2
LUMO (alpha / beta)	-3.08 / -7.67	eV

***

B | Here is a 2-piece molecular cluster, C4H13NO2 overall from the Open Molecules 2025 dataset. Energies are from ωB97M-V/def2-TZVPD.

```
20
C4H13NO2, DFT ωB97M-V/def2-TZVPD
C 1.496 -1.382 0.731
C 2.102 -0.401 -0.264
N 1.447 0.897 -0.202
C 0.059 0.999 -0.513
C -0.855 1.071 0.761
O -2.091 1.535 0.372
H 1.523 -0.942 1.725
H 0.509 -1.769 0.499
H 2.229 -2.186 0.806
H 3.167 -0.312 -0.062
H 1.972 -0.711 -1.307
H 2.008 1.657 -0.576
H -0.128 1.944 -1.016
H -0.252 0.199 -1.174
H -0.407 1.785 1.439
H -0.928 0.111 1.273
H -2.688 0.777 0.304
H -3.691 -0.651 -1.045
H -2.601 -1.695 -1.138
O -2.870 -0.927 -0.613
```

net charge	+1
frontier orbital gap (alpha / beta)	11.6 / 6.7	eV
spin multiplicity	2
LUMO (alpha / beta)	-2.95 / -7.68	eV

***

C | Here is a 3-piece molecular cluster, C4H13NO2 overall from the Open Molecules 2025 dataset. Energies are from ωB97M-V/def2-TZVPD.

```
20
C4H13NO2, DFT ωB97M-V/def2-TZVPD
C -0.577 -1.275 -1.256
O -1.356 -1.182 -0.093
C 0.695 -0.507 -1.219
C 0.685 1.008 -0.897
C -0.216 1.629 0.181
N 0.401 1.541 1.493
H -1.205 -0.985 -2.106
H -0.395 -2.330 -1.464
H 0.212 -2.110 0.939
H 1.164 -0.672 -2.183
H 1.365 -1.052 -0.490
H 0.489 1.514 -1.853
H 1.700 1.261 -0.609
H -0.254 2.702 -0.070
H -1.229 1.233 0.197
H -0.084 0.192 2.033
H -0.201 2.117 2.100
H 0.216 -1.273 2.191
H -0.895 -1.144 0.736
O -0.514 -0.667 2.369
```

net charge	+1
frontier orbital gap (alpha / beta)	5.4 / 5.7	eV
spin multiplicity	2
LUMO (alpha / beta)	-9.47 / -9.49	eV

***

D | Here is a 3-piece molecular cluster, C4H13NO2 overall from the Open Molecules 2025 dataset. Energies are from ωB97M-V/def2-TZVPD.

```
20
C4H13NO2, DFT ωB97M-V/def2-TZVPD
C -0.834 -0.887 2.239
N 0.341 -0.501 -0.556
C 0.312 0.456 0.437
C -0.251 0.337 1.648
C 0.690 1.856 -0.077
H -1.634 -0.620 2.923
H -0.070 -1.176 2.943
H -0.748 -1.729 1.525
H -0.117 -1.298 0.051
H -0.393 -0.147 -1.175
H 0.147 1.200 2.312
H 0.179 1.923 -1.184
H 0.099 2.553 0.481
H 1.810 1.916 -0.151
H 2.510 -1.750 -0.734
H 3.197 -0.815 0.181
O 3.297 -1.140 -0.727
H -2.367 -0.693 -3.551
H -3.199 0.615 -3.577
O -2.969 -0.100 -3.009
```

net charge	+1
frontier orbital gap (alpha / beta)	10.7 / 6.6	eV
spin multiplicity	2
LUMO (alpha / beta)	-3.93 / -8.04	eV

***

Most stable to least stable: B, A, D, C

***

A | Here is C19H25N3O5 as an isolated structure from the Open Molecules 2025 dataset. Energies are from ωB97M-V/def2-TZVPD.

```
52
C19H25N3O5, DFT ωB97M-V/def2-TZVPD
C -8.149 -1.393 1.972
H -8.076 -0.519 2.530
O -7.487 -1.006 0.603
C -6.309 -0.685 0.547
C -5.511 -0.634 1.515
C -4.295 -0.083 1.554
C -3.838 0.143 0.401
C -4.597 0.093 -1.000
C -5.923 -0.355 -0.821
O -6.709 -0.641 -1.750
C -6.380 -0.131 -3.036
H -7.278 -0.467 -3.793
H -5.451 -1.144 -3.450
H -6.027 0.809 -3.147
H -4.172 0.270 -1.977
C -2.464 0.715 0.156
N -1.822 0.673 -1.115
O -0.635 1.255 -0.948
C -0.244 1.630 0.216
C -1.482 1.228 1.126
H -1.610 1.241 1.978
C 0.848 2.144 0.870
O 1.209 2.393 1.937
N 1.764 2.305 -0.130
H 1.554 2.150 -1.476
C 3.264 2.730 -0.082
C 4.135 1.373 0.288
C 4.296 0.704 -0.888
N 5.052 -0.623 -0.507
C 4.733 -1.521 0.511
C 5.560 -2.641 0.317
H 5.266 -3.460 1.054
O 6.950 -2.419 0.528
C 7.316 -1.685 -0.511
C 6.499 -0.324 -0.432
H 6.893 0.608 -1.205
H 6.751 0.242 0.360
H 8.396 -1.347 -0.037
H 7.197 -1.972 -1.465
H 5.256 -3.120 -0.503
H 3.728 -1.811 0.448
H 4.681 -0.962 1.680
H 4.538 1.013 -1.718
H 3.224 -0.009 -1.065
H 3.631 1.125 1.109
H 5.259 1.915 0.515
H 3.613 3.116 -0.925
H 3.277 3.265 0.803
H -3.591 0.234 2.269
H -6.024 -0.594 2.714
H -9.191 -1.678 1.640
H -7.625 -2.150 2.341
```

frontier orbital gap	8.1	eV
LUMO	0.16	eV

***

B | Here is one molecule with the formula C19H25N3O5 from the Open Molecules 2025 dataset. Energies are from ωB97M-V/def2-TZVPD.

```
52
C19H25N3O5, DFT ωB97M-V/def2-TZVPD
C 0.545 3.519 -5.069
O 1.225 2.731 -4.124
C 1.276 1.386 -4.322
C 0.724 0.712 -5.399
C 0.835 -0.668 -5.498
C 1.498 -1.382 -4.524
C 2.057 -0.722 -3.437
C 1.956 0.652 -3.326
O 2.476 1.408 -2.305
C 3.093 0.755 -1.233
C 2.135 -0.062 -0.426
C 0.773 -0.042 -0.329
C 0.492 -1.065 0.611
C -0.840 -1.465 1.133
O -1.855 -0.866 0.832
N -0.787 -2.552 1.928
C -1.891 -2.931 2.774
C -1.794 -2.201 4.128
N -1.858 -0.776 3.887
C -0.687 -0.004 4.237
C -0.728 1.320 3.478
C -1.997 2.086 3.835
C -3.244 1.216 3.600
O -3.542 1.046 2.243
C -3.077 -0.130 4.320
N 1.605 -1.622 1.028
O 2.626 -1.013 0.388
H 1.007 3.450 -6.060
H 0.625 4.543 -4.707
H -0.512 3.243 -5.140
H 0.199 1.253 -6.169
H 0.396 -1.175 -6.344
H 1.585 -2.455 -4.595
H 2.567 -1.301 -2.684
H 3.500 1.560 -0.610
H 3.930 0.120 -1.560
H 0.072 0.584 -0.837
H 0.135 -2.887 2.168
H -1.889 -4.014 2.912
H -2.806 -2.621 2.265
H -0.848 -2.471 4.612
H -2.610 -2.538 4.777
H 0.207 -0.565 3.952
H -0.639 0.195 5.326
H 0.155 1.915 3.720
H -0.719 1.113 2.407
H -2.077 2.989 3.229
H -1.969 2.378 4.888
H -4.117 1.732 4.021
H -2.923 0.407 1.849
H -3.923 -0.768 4.058
H -3.086 0.039 5.414
```

frontier orbital gap	9.0	eV
LUMO	0.65	eV

***

Most stable to least stable: B, A

***

A | Here is one molecule with the formula C20H31N3O2 from the Open Molecules 2025 dataset. Energies are from ωB97M-V/def2-TZVPD.

```
56
C20H31N3O2, DFT ωB97M-V/def2-TZVPD
C 2.045 1.453 2.929
C 0.886 1.275 1.947
N 1.268 1.494 0.563
C 1.318 2.884 0.146
C 0.310 3.230 -0.963
C -1.127 2.864 -0.595
N -1.319 1.436 -0.666
C -2.339 0.849 -1.311
O -3.243 1.446 -1.858
C -2.231 -0.682 -1.334
C -1.058 -1.112 -2.241
C -0.353 -2.227 -1.475
C -0.862 -2.106 -0.052
O -0.428 -2.686 0.920
N -1.908 -1.244 -0.038
C -2.823 -1.209 1.092
C -3.052 0.201 1.628
C -4.156 -1.871 0.739
C 2.044 0.544 -0.095
C 2.621 0.814 -1.342
C 3.333 -0.157 -2.018
C 3.485 -1.427 -1.492
C 2.919 -1.724 -0.260
C 3.034 -3.088 0.349
C 2.219 -0.742 0.424
H 2.847 0.757 2.696
H 1.706 1.269 3.945
H 2.442 2.465 2.872
H 0.464 0.273 2.051
H 0.092 1.988 2.189
H 2.327 3.153 -0.188
H 1.091 3.507 1.015
H 0.370 4.304 -1.148
H 0.567 2.714 -1.888
H -1.363 3.227 0.413
H -1.835 3.314 -1.296
H -0.599 0.870 -0.239
H -3.185 -1.075 -1.705
H -0.375 -0.275 -2.394
H -1.416 -1.434 -3.217
H -0.637 -3.218 -1.835
H 0.732 -2.154 -1.510
H -2.321 -1.808 1.863
H -2.109 0.675 1.887
H -3.568 0.816 0.894
H -3.668 0.147 2.522
H -4.720 -1.253 0.043
H -4.749 -2.000 1.640
H -3.989 -2.849 0.293
H 2.526 1.784 -1.801
H 3.769 0.084 -2.976
H 4.036 -2.181 -2.035
H 2.060 -3.416 0.710
H 3.409 -3.809 -0.373
H 3.716 -3.067 1.199
H 1.795 -1.024 1.373
```

frontier orbital gap	8.7	eV
LUMO	0.77	eV

***

B | Here is one molecule with the formula C20H31N3O2 from the Open Molecules 2025 dataset. Energies are from ωB97M-V/def2-TZVPD.

```
56
C20H31N3O2, DFT ωB97M-V/def2-TZVPD
C -1.364 -3.936 0.084
C 0.129 -4.066 -0.211
C 0.385 -3.900 -1.706
C 0.984 -3.106 0.633
C 0.906 -1.620 0.247
N -0.383 -1.037 0.524
C -1.124 -0.441 -0.440
O -0.855 -0.541 -1.622
C -2.306 0.347 0.097
C -3.427 0.425 -0.938
C -4.573 1.294 -0.432
C -4.089 2.703 -0.087
C -5.241 3.566 0.421
C -2.971 2.617 0.952
C -1.817 1.760 0.445
C 1.948 -0.853 1.067
O 1.650 -0.240 2.072
N 3.209 -0.951 0.601
C 4.321 -0.251 1.211
C 4.783 0.902 0.362
C 3.880 1.864 -0.081
C 4.338 2.906 -0.868
C 5.688 2.946 -1.184
N 6.555 2.040 -0.769
C 6.112 1.047 -0.020
H -1.554 -3.972 1.154
H -1.906 -4.754 -0.387
H -1.754 -3.003 -0.310
H 0.440 -5.077 0.082
H -0.108 -4.697 -2.257
H -0.012 -2.952 -2.062
H 1.451 -3.945 -1.926
H 2.030 -3.414 0.549
H 0.697 -3.201 1.683
H 1.094 -1.489 -0.823
H -0.537 -0.800 1.494
H -2.679 -0.136 1.007
H -3.789 -0.581 -1.161
H -3.019 0.840 -1.862
H -5.354 1.347 -1.193
H -5.009 0.836 0.461
H -3.683 3.161 -0.996
H -6.026 3.636 -0.329
H -4.894 4.571 0.650
H -5.668 3.137 1.325
H -3.369 2.184 1.873
H -2.606 3.619 1.186
H -1.029 1.707 1.201
H -1.391 2.214 -0.454
H 3.375 -1.401 -0.286
H 5.145 -0.950 1.384
H 3.954 0.117 2.175
H 2.837 1.792 0.194
H 3.664 3.668 -1.227
H 6.098 3.738 -1.797
H 6.861 0.331 0.296
```

frontier orbital gap	10.2	eV
LUMO	0.65	eV

***

Most stable to least stable: B, A